a) Formula: C5H9NO2S
Source: OMol25
Level of theory: the ωB97M-V functional and the def2-TZVPD basis

Atoms and positions in Å:
C (-1.412, 1.066, 1.347)
C (0.109, 0.276, -0.334)
C (-1.325, 1.214, -1.377)
C (0.009, -1.115, -0.980)
C (0.468, 0.024, 2.158)
N (-0.331, 0.435, 0.949)
O (-1.805, 1.259, 2.462)
O (-0.924, 2.154, -2.266)
S (-2.297, 1.861, -0.074)
H (1.032, 0.701, -0.414)
H (-1.820, 0.307, -1.917)
H (-1.070, -1.419, -1.126)
H (0.674, -1.897, -0.353)
H (0.498, -1.329, -1.978)
H (-0.308, -0.271, 2.868)
H (1.317, -0.683, 2.035)
H (0.968, 0.879, 2.564)
H (-0.670, 2.964, -1.774)

As for the LUMO energy: 0.70 eV. The value obtained for the orbital gap is 9.798 eV. As for the molecular weight: 147.20 g/mol.


b) Formula: C5H9NO2S
Source: OMol25
Level of theory: the ωB97M-V functional and the def2-TZVPD basis

Atoms and positions in Å:
C (-1.500, -0.502, 0.364)
C (-1.142, -1.556, 1.287)
C (1.004, 1.136, 0.811)
C (-0.006, 1.204, -1.630)
C (0.491, 0.384, -0.455)
N (1.178, -0.720, -0.771)
O (1.760, -1.310, 0.145)
O (1.161, -1.092, -1.975)
S (-2.755, 0.207, -0.281)
H (-0.375, -2.219, 0.853)
H (-0.727, -1.153, 2.239)
H (-2.024, -2.062, 1.709)
H (0.154, 1.672, 1.137)
H (1.157, 0.303, 1.520)
H (1.880, 1.678, 0.617)
H (-0.642, 0.567, -2.236)
H (0.885, 1.453, -2.170)
H (-0.499, 2.009, -1.164)

As for the LUMO energy (spin up / spin down): -1.02 / -1.02 eV. The value obtained for the orbital gap (spin up / spin down) is 7.441 / 7.447 eV. As for the molecular weight: 147.20 g/mol.


Stability check: which of them is least stable? b).


a) Formula: FH3OP2
Source: OMol25
Level of theory: the ωB97M-V functional and the def2-TZVPD basis

Atoms and positions in Å:
O (1.147, -0.533, -0.030)
F (-2.847, -0.571, -0.741)
P (-0.044, -0.098, -1.116)
P (-1.545, -0.876, 0.167)
H (1.132, 0.097, 0.743)
H (0.393, -1.107, -1.974)
H (-2.024, 1.107, 1.309)

As for the LUMO energy (spin up / spin down): -1.30 / -1.10 eV. The value obtained for the orbital gap (spin up / spin down) is 7.552 / 7.476 eV. As for the molecular weight: 99.97 g/mol.


b) Formula: FH3OP2
Source: OMol25
Level of theory: the ωB97M-V functional and the def2-TZVPD basis

Atoms and positions in Å:
O (0.609, 0.518, -1.470)
F (-0.036, -1.954, 0.293)
P (-0.429, 1.144, -0.382)
P (0.705, 0.269, 1.248)
H (0.999, -0.272, -1.239)
H (-1.604, 0.439, -0.621)
H (-0.242, -0.143, 2.172)

As for the LUMO energy: -2.66 eV. The value obtained for the orbital gap is 7.316 eV. As for the molecular weight: 99.97 g/mol.


Stability check: which of them is least stable? b).


a) Formula: C6H11NO
Source: OMol25
Level of theory: the ωB97M-V functional and the def2-TZVPD basis

Atoms and positions in Å:
C (-1.614, -0.126, 1.418)
C (0.196, -1.297, -0.959)
C (0.585, 1.134, -1.483)
N (1.613, -0.752, 1.337)
C (-1.248, 0.412, 0.063)
C (0.195, 0.130, -0.394)
C (1.138, 0.258, 0.765)
O (-2.025, 1.007, -0.636)
H (2.248, -0.566, 2.110)
H (1.359, 1.299, 1.046)
H (-2.694, -0.215, 1.505)
H (-1.132, -1.080, 1.608)
H (-1.264, 0.582, 2.170)
H (0.017, -2.020, -0.170)
H (-0.568, -1.397, -1.726)
H (0.586, 2.148, -1.089)
H (1.574, 0.905, -1.872)
H (1.168, -1.510, -1.397)
H (-0.136, 1.087, -2.295)

As for the LUMO energy: 0.82 eV. The SMILES is [H]/N=C/C(C)(C)C(C)=O. The value obtained for the orbital gap is 10.375 eV. As for the molecular weight: 113.16 g/mol.


b) Formula: C6H11NO
Source: OMol25
Level of theory: the ωB97M-V functional and the def2-TZVPD basis

Atoms and positions in Å:
C (-0.491, 0.036, 0.871)
C (1.734, -0.545, -3.516)
C (-0.593, -1.704, -0.480)
C (-0.571, 1.340, 0.028)
C (0.819, -0.002, 1.557)
C (-1.609, -0.043, 1.833)
N (-0.629, -2.623, -1.208)
O (2.264, 0.138, -4.352)
H (1.963, -1.562, -3.335)
H (1.065, -0.091, -2.744)
H (-1.254, 1.959, 0.571)
H (0.435, 1.777, 0.057)
H (-0.836, 1.321, -0.939)
H (0.707, 0.971, 2.186)
H (1.750, 0.042, 0.942)
H (0.976, -0.752, 2.234)
H (-1.568, -0.980, 2.540)
H (-2.554, -0.164, 1.252)
H (-1.610, 0.882, 2.502)

As for the LUMO energy: -0.44 eV. The value obtained for the orbital gap is 9.527 eV. As for the molecular weight: 113.16 g/mol.


c) Formula: C6H11NO
Source: OMol25
Level of theory: the ωB97M-V functional and the def2-TZVPD basis

Atoms and positions in Å:
C (-3.324, 0.416, 0.183)
C (-0.149, 1.901, 0.931)
C (0.360, -0.088, -0.324)
C (-0.316, 0.495, -1.542)
C (1.031, -2.197, 0.928)
C (1.249, -1.300, -0.358)
N (-3.245, 1.557, 0.273)
O (0.378, 0.738, 0.739)
H (-3.255, -0.594, 0.010)
H (-0.782, 2.306, 0.129)
H (-0.282, 2.365, 1.891)
H (-0.413, -0.252, -2.254)
H (0.229, 1.276, -2.008)
H (-1.396, 0.682, -1.306)
H (1.365, -3.228, 0.715)
H (0.008, -2.216, 1.134)
H (1.646, -1.742, 1.653)
H (0.737, -1.902, -1.244)
H (2.268, -1.138, -0.761)

As for the LUMO energy (spin up / spin down): 0.74 / 0.84 eV. The value obtained for the orbital gap (spin up / spin down) is 7.690 / 7.701 eV. As for the molecular weight: 113.16 g/mol.


d) Formula: C6H11NO
Source: OMol25
Level of theory: the ωB97M-V functional and the def2-TZVPD basis

Atoms and positions in Å:
C (-0.072, -1.342, 1.691)
C (-1.309, -0.885, 2.016)
N (-1.881, -0.433, 0.845)
C (-1.006, -0.564, -0.195)
C (0.144, -1.179, 0.291)
C (1.312, -1.510, -0.544)
C (-1.150, -0.027, -1.585)
H (0.607, -1.849, 2.360)
H (-1.638, -0.732, 3.029)
H (-2.782, -0.002, 0.768)
H (1.168, -2.518, -0.989)
H (1.325, -0.928, -1.463)
H (2.250, -1.618, -0.007)
H (-0.659, 0.945, -1.596)
H (-2.217, 0.146, -1.773)
H (-0.817, -0.614, -2.429)
H (2.619, 3.782, -0.490)
H (1.622, 4.654, 0.244)
O (2.484, 4.674, -0.174)

As for the LUMO energy: 0.58 eV. The SMILES is Cc1cc[nH]c1C.O. The value obtained for the orbital gap is 8.378 eV. As for the molecular weight: 113.16 g/mol.


Stability check: which of them is least stable? c).


a) Formula: C6H11NO
Source: OMol25
Level of theory: the ωB97M-V functional and the def2-TZVPD basis

Atoms and positions in Å:
C (0.748, 0.647, 2.056)
C (0.171, -0.632, 1.475)
C (-0.826, 0.280, -0.130)
C (-0.952, 0.389, -1.650)
C (0.619, 0.201, -1.957)
C (0.254, -0.690, -0.082)
H (1.082, 1.329, 1.264)
H (-0.001, 1.274, 2.518)
H (1.616, 0.526, 2.620)
H (0.382, -1.648, 1.851)
H (-1.892, 0.113, 1.664)
H (-0.591, 1.289, 0.310)
H (-1.335, 1.449, -1.836)
H (-1.662, -0.341, -2.184)
H (0.660, -0.665, -2.615)
H (0.975, 1.006, -2.634)
H (0.036, -1.735, -0.434)
N (-1.339, -0.477, 1.063)
O (1.253, -0.054, -0.780)

As for the LUMO energy: 1.06 eV. The value obtained for the orbital gap is 10.010 eV. As for the molecular weight: 113.16 g/mol.


b) Formula: C6H11NO
Source: OMol25
Level of theory: the ωB97M-V functional and the def2-TZVPD basis

Atoms and positions in Å:
C (2.648, 1.265, -0.939)
C (1.860, 0.232, -0.190)
C (2.347, -0.967, 0.256)
N (1.368, -1.578, 0.977)
C (0.228, -0.818, 0.944)
C (0.512, 0.321, 0.249)
C (-0.372, 1.525, 0.056)
H (3.114, 1.937, -0.204)
H (2.055, 1.889, -1.607)
H (3.490, 0.808, -1.452)
H (3.294, -1.416, 0.029)
H (1.354, -2.564, 1.161)
H (-0.686, -1.178, 1.397)
H (0.004, 2.278, 0.718)
H (-0.413, 1.842, -0.983)
H (-1.412, 1.329, 0.342)
H (-7.098, -1.790, 0.231)
H (-5.922, -1.824, -0.821)
O (-6.373, -1.292, -0.165)

As for the LUMO energy: 0.91 eV. The SMILES is Cc1c[nH]cc1C.O. The value obtained for the orbital gap is 8.872 eV. As for the molecular weight: 113.16 g/mol.


c) Formula: C6H11NO
Source: OMol25
Level of theory: the ωB97M-V functional and the def2-TZVPD basis

Atoms and positions in Å:
C (1.079, -2.357, -1.900)
C (-0.792, 0.064, 1.356)
C (1.189, -0.563, -0.375)
C (0.245, 0.512, 2.305)
C (-1.821, 0.736, 0.818)
C (0.176, 1.194, -1.400)
N (0.863, -1.300, -1.291)
O (1.156, 0.775, -0.414)
H (1.896, -2.654, -2.519)
H (0.250, -3.157, -2.100)
H (1.209, -0.021, 2.050)
H (0.243, 1.707, 2.279)
H (0.019, 0.204, 3.276)
H (-2.608, 0.268, 0.355)
H (-0.880, -0.970, 1.554)
H (-1.779, 1.813, 0.767)
H (-0.662, 0.515, -1.304)
H (0.467, 1.145, -2.488)
H (-0.250, 2.090, -0.970)

As for the LUMO energy (spin up / spin down): 0.52 / 0.52 eV. The value obtained for the orbital gap (spin up / spin down) is 8.571 / 8.572 eV. As for the molecular weight: 113.16 g/mol.


Stability check: which of them is least stable? c).